[1]
ORCA calculation (the ωB97M-V functional and the def2-TZVPD basis) on a structure of composition C49H38ClN9NaO5S.

Element x y z (Å)
Na (-0.161800, 0.105400, -0.993500)
Cl (-7.508700, 1.185600, -1.610200)
C (-5.768100, 1.167200, -1.517300)
C (-5.018800, 1.418100, -2.673300)
C (-3.658900, 1.413300, -2.596400)
C (-2.939400, 1.225000, -1.364800)
O (-1.691200, 1.275500, -1.328900)
C (-3.758900, 0.971700, -0.198500)
C (-3.218000, 0.770700, 1.099100)
N (-2.022200, 1.041200, 1.473500)
C (-1.658300, 1.011700, 2.778500)
C (-2.515800, 1.374500, 3.816500)
C (-2.105000, 1.364200, 5.148900)
C (-0.826000, 1.006300, 5.486800)
C (0.100400, 0.690300, 4.475000)
C (1.443000, 0.365600, 4.755100)
C (2.300800, 0.131600, 3.716200)
C (1.812300, 0.229400, 2.400100)
N (0.568600, 0.486200, 2.111000)
C (-0.296100, 0.709000, 3.105500)
C (-5.156100, 0.912000, -0.323100)
H (-5.530800, 1.602900, -3.607700)
H (-3.057100, 1.563900, -3.478700)
H (-3.935000, 0.343400, 1.826800)
H (-3.526300, 1.684600, 3.584600)
H (-2.813800, 1.634900, 5.921800)
H (-0.507500, 0.976700, 6.519400)
H (1.775400, 0.322700, 5.787400)
H (3.339200, -0.113900, 3.894600)
H (2.461400, 0.086900, 1.551700)
H (-5.753700, 0.691100, 0.553800)
C (1.300100, 5.143300, -0.535300)
O (2.202700, 4.271100, -1.202600)
C (1.814800, 2.996700, -0.872300)
N (0.829200, 2.880300, -0.096100)
C (0.287700, 4.183600, 0.168700)
C (-1.107600, 4.269100, -0.402100)
C (-1.295400, 4.225100, -1.777400)
C (-2.566000, 4.333100, -2.309700)
C (-3.661900, 4.457900, -1.474000)
C (-3.481700, 4.473500, -0.103200)
C (-2.208200, 4.383100, 0.432400)
C (2.533700, 1.872000, -1.458800)
C (3.428700, 2.053000, -2.514200)
C (3.984500, 0.925200, -3.092500)
C (3.659900, -0.321800, -2.586500)
C (2.792000, -0.388800, -1.493000)
N (2.250100, 0.683800, -0.952200)
C (2.419900, -1.667900, -0.898500)
N (1.813000, -1.796100, 0.203300)
C (1.501600, -3.184100, 0.388900)
C (2.224700, -3.875900, -0.806600)
O (2.786400, -2.804300, -1.544800)
C (-0.001000, -3.439800, 0.334100)
C (-0.381900, -4.923100, 0.459600)
C (-2.819100, -5.414800, 0.728700)
C (-3.513800, -4.380500, 0.274600)
C (-2.951000, -3.097000, 0.780300)
C (-1.805700, -2.342900, 0.045900)
H (0.812900, 5.785900, -1.275400)
H (1.861600, 5.764800, 0.172000)
H (0.245100, 4.335900, 1.251500)
H (-0.449300, 4.087000, -2.436100)
H (-2.704200, 4.302000, -3.380000)
H (-4.656200, 4.522500, -1.891600)
H (-4.337400, 4.549600, 0.552300)
H (-2.069700, 4.388900, 1.505000)
H (3.655300, 3.046000, -2.874700)
H (4.657800, 1.019000, -3.934400)
H (4.057100, -1.228400, -3.012700)
H (1.883500, -3.505200, 1.366900)
H (1.530500, -4.419400, -1.452600)
H (3.039600, -4.538100, -0.491800)
H (0.433400, -5.579800, 0.771000)
H (-3.009900, -6.454000, 0.515800)
H (-4.379900, -4.424400, -0.364800)
H (-3.708400, -2.390100, 1.118200)
H (-2.004800, -1.302900, -0.195700)
N (2.165900, -6.433000, -5.741700)
C (1.561600, -5.311200, -5.168600)
C (2.300500, -4.153000, -4.936200)
C (1.684600, -3.033300, -4.409500)
C (0.334200, -3.044400, -4.122800)
C (-0.412300, -4.181200, -4.375600)
C (0.195000, -5.312000, -4.889800)
S (-0.375000, -1.666500, -3.183300)
O (-1.762000, -1.549700, -3.571500)
O (0.476700, -0.517200, -3.446100)
N (-0.084900, -2.045400, -1.694900)
C (-0.778900, -2.988800, -0.947800)
N (-0.877400, -2.616900, 1.177500)
C (-1.872800, -3.501800, 1.798500)
C (-1.575800, -4.975700, 1.456700)
C (-0.885700, -5.197900, -0.942200)
N (-1.176600, -4.193600, -1.642000)
H (3.163300, -6.490200, -5.595700)
H (1.688900, -7.302600, -5.555800)
H (3.358000, -4.142200, -5.165600)
H (2.234200, -2.128600, -4.210900)
H (-1.465200, -4.164500, -4.150300)
H (-0.381700, -6.209900, -5.072800)
H (-2.031000, -3.304100, 2.860600)
H (-1.336400, -5.597300, 2.323000)
H (-1.057700, -6.197900, -1.315800)

Cartesian forces (eV/Å) of the 2 atoms listed first:
Na 1.3 0.1 1.1
Cl -0.4 0.0 0.0

Summary:
E_LUMO: 1.94 eV
highest occupied orbital energy: -3.99 eV
orbital gap: 5.92 eV
total charge: -1

[2]
ORCA calculation (the ωB97M-V functional and the def2-TZVPD basis) on a structure of composition C49H38NaO3P2S.

Element x y z (Å)
Na (-0.300473, 0.253564, 0.882976)
O (1.341377, -1.551291, -0.209051)
S (0.561114, -0.571513, -1.041581)
C (1.577428, -0.363889, -2.508395)
C (2.039663, -1.466127, -3.263043)
C (2.843184, -1.294026, -4.398679)
C (3.173680, 0.013120, -4.724239)
C (4.021263, 0.496007, -5.850455)
C (4.065483, 2.043227, -5.654158)
C (3.256004, 2.276539, -4.425306)
C (3.007374, 3.471585, -3.771944)
C (2.252714, 3.395269, -2.588524)
C (1.749141, 2.169761, -2.083119)
P (0.853166, 2.058070, -0.470911)
C (2.159381, 2.170652, 0.795203)
C (3.531660, 2.136154, 0.510248)
C (4.482872, 2.189966, 1.534841)
C (4.078407, 2.265563, 2.864350)
C (2.722220, 2.278041, 3.172224)
C (1.773128, 2.223390, 2.147877)
C (-0.009213, 3.663294, -0.392188)
C (0.489180, 4.797303, 0.266448)
C (-0.228810, 5.997335, 0.278164)
C (-1.458345, 6.083566, -0.368296)
C (-1.971515, 4.970500, -1.027025)
C (-1.253519, 3.771308, -1.038207)
C (1.993920, 0.961715, -2.816871)
C (2.760983, 1.079065, -3.947080)
C (-0.878818, -1.582920, -1.628235)
C (-1.139997, -1.526565, -3.023523)
C (-1.956301, -2.452054, -3.659077)
C (-2.519150, -3.416949, -2.853270)
C (-3.344558, -4.564589, -3.324219)
C (-3.751369, -5.288282, -2.025202)
C (-3.129391, -4.468225, -0.950142)
C (-3.251237, -4.702935, 0.400268)
C (-2.636099, -3.781556, 1.234414)
C (-1.883784, -2.673305, 0.741746)
P (-1.319657, -1.535339, 2.071633)
C (-0.217215, -2.515760, 3.127570)
C (-0.030425, -2.200583, 4.483816)
C (0.884495, -2.904038, 5.274846)
C (1.648216, -3.925276, 4.718630)
C (1.503259, -4.235978, 3.370849)
C (0.586493, -3.531958, 2.583839)
C (-2.716929, -0.998934, 3.067788)
C (-3.341996, -1.763475, 4.060460)
C (-4.333199, -1.209612, 4.878891)
C (-4.712910, 0.121037, 4.720953)
C (-4.111645, 0.896805, 3.736362)
C (-3.127188, 0.339587, 2.916414)
C (-1.666135, -2.487804, -0.729657)
C (-2.397722, -3.406258, -1.468845)
H (1.774274, -2.476217, -2.952458)
H (3.199134, -2.135056, -4.983066)
H (3.571861, 0.232914, -6.813114)
H (5.025534, 0.064154, -5.787752)
H (3.621053, 2.560724, -6.510346)
H (5.093367, 2.392223, -5.512152)
H (3.396875, 4.413968, -4.141522)
H (2.084971, 4.323100, -2.045931)
H (3.895470, 2.048729, -0.509680)
H (5.541228, 2.155488, 1.289954)
H (4.818702, 2.295643, 3.658891)
H (2.398073, 2.315031, 4.208643)
H (0.719016, 2.213450, 2.420588)
H (1.451320, 4.774992, 0.772711)
H (0.177477, 6.864342, 0.792956)
H (-2.014888, 7.016868, -0.359062)
H (-2.930950, 5.032154, -1.534055)
H (-1.679623, 2.917711, -1.562355)
H (-0.660013, -0.784451, -3.656589)
H (-2.107207, -2.446812, -4.732717)
H (-2.752934, -5.221271, -3.971243)
H (-4.222258, -4.211822, -3.874721)
H (-3.358853, -6.310666, -2.000617)
H (-4.839570, -5.318302, -1.910208)
H (-3.818597, -5.540976, 0.788497)
H (-2.749345, -3.944289, 2.303414)
H (-0.577704, -1.379591, 4.942280)
H (1.013786, -2.635811, 6.319745)
H (2.372521, -4.460293, 5.326038)
H (2.119581, -5.007554, 2.917396)
H (0.540703, -3.766355, 1.521315)
H (-3.039836, -2.791348, 4.243272)
H (-4.792883, -1.815074, 5.655711)
H (-5.467761, 0.555367, 5.370737)
H (-4.390830, 1.940037, 3.613934)
H (-2.653477, 0.980038, 2.172811)
O (-1.156533, 4.233501, 1.934930)
C (-0.324080, 3.300715, 2.089279)
O (-0.303276, 2.127118, 1.632091)
H (0.563752, 3.564219, 2.758290)
H (-1.206281, 0.220220, 2.524542)

Cartesian forces (eV/Å) of the 2 atoms listed first:
Na 0.1 1.0 1.0
O 0.1 0.2 0.2

Summary:
E_LUMO (alpha / beta): 1.87 / 1.87 eV
highest occupied orbital energy (alpha / beta): -1.51 / -1.50 eV
orbital gap (alpha / beta): 3.38 / 3.37 eV
total charge: -1

[3]
ORCA calculation (the ωB97M-V functional and the def2-TZVPD basis) on a structure of composition C49H39Cl2CrN7O2P2SSe2.

Element x y z (Å)
Cr (-0.069700, -0.119000, 0.155900)
C (-4.655700, -2.069200, 1.477900)
N (-4.251200, -1.043400, 0.554900)
C (-4.943300, -0.628400, -0.554000)
C (-4.268200, 0.398600, -1.113600)
N (-3.136800, 0.615000, -0.352200)
C (-3.135200, -0.301300, 0.666600)
S (-1.916300, -0.514200, 1.805900)
C (-2.340300, 1.777500, -0.363600)
C (-2.960600, 3.000200, -0.593000)
C (-2.249200, 4.164700, -0.362700)
C (-0.951400, 4.045900, 0.116200)
C (-0.377800, 2.794800, 0.215300)
N (-1.040400, 1.658600, -0.042800)
H (-5.434200, -1.691400, 2.141700)
H (-3.797200, -2.356400, 2.085500)
H (-5.036200, -2.933100, 0.934700)
H (-5.852600, -1.103000, -0.858400)
H (-4.472900, 0.955900, -2.006000)
H (-3.988700, 3.025000, -0.916200)
H (-2.702500, 5.131500, -0.518400)
H (-0.388900, 4.916700, 0.400400)
H (0.645700, 2.675500, 0.550000)
Se (-1.520200, -6.347600, 0.950100)
P (0.093100, -5.561200, 2.050300)
C (1.660400, -6.425000, 1.729000)
C (1.596300, -7.780300, 1.430800)
C (2.759000, -8.484100, 1.178700)
C (3.981700, -7.832900, 1.226400)
C (4.043100, -6.479900, 1.523500)
C (2.884200, -5.768000, 1.778200)
C (-0.150600, -5.605200, 3.849400)
C (0.865400, -5.218300, 4.718300)
C (0.679700, -5.377400, 6.079100)
C (-0.501600, -5.914600, 6.568200)
C (-1.517100, -6.276800, 5.699100)
C (-1.343200, -6.122500, 4.336600)
C (0.409300, -3.853900, 1.615100)
C (0.043000, -3.083000, 0.507900)
N (0.558300, -1.846900, 0.756700)
N (1.144000, -1.868000, 1.930000)
N (1.067400, -3.041000, 2.460200)
P (-0.408800, -3.301800, -1.216100)
Se (-1.109100, -1.355100, -1.863300)
C (-1.727100, -4.426100, -1.719400)
C (-1.563800, -5.245800, -2.828300)
C (-2.641000, -5.994600, -3.274200)
C (-3.864400, -5.906100, -2.630900)
C (-4.027700, -5.056600, -1.546000)
C (-2.962300, -4.305400, -1.092300)
C (1.210100, -3.957400, -1.723200)
C (2.264700, -3.104200, -2.021800)
C (3.546000, -3.623400, -2.105800)
C (3.768000, -4.972500, -1.871700)
C (2.709600, -5.821500, -1.580900)
C (1.426300, -5.315600, -1.492800)
H (0.633100, -8.272100, 1.387500)
H (2.710700, -9.535500, 0.938600)
H (4.890500, -8.381900, 1.029500)
H (4.997500, -5.974300, 1.552400)
H (2.927800, -4.712600, 2.010600)
H (1.778900, -4.790800, 4.334500)
H (1.466600, -5.097900, 6.763000)
H (-0.629700, -6.056500, 7.630400)
H (-2.436700, -6.697500, 6.076400)
H (-2.126400, -6.410400, 3.646300)
H (-0.605600, -5.303200, -3.324300)
H (-2.525300, -6.642900, -4.130700)
H (-4.692700, -6.505700, -2.976800)
H (-4.989100, -4.993400, -1.059600)
H (-3.051500, -3.643600, -0.242500)
H (2.069900, -2.047300, -2.162700)
H (4.375100, -2.973300, -2.341200)
H (4.774400, -5.362700, -1.893800)
H (2.885500, -6.874100, -1.406500)
H (0.597600, -5.960200, -1.224600)
Cl (2.665600, 2.086000, -5.310800)
C (2.051700, 3.515700, -4.548400)
C (1.430800, 4.485000, -5.314300)
C (0.937900, 5.628200, -4.704200)
C (1.059700, 5.793000, -3.335300)
C (1.702100, 4.828200, -2.581900)
Cl (1.864600, 5.072200, -0.880000)
C (2.232700, 3.668700, -3.164900)
N (2.865600, 2.697600, -2.413400)
C (3.900300, 2.967400, -1.522300)
C (4.572600, 4.191300, -1.557800)
C (5.565000, 4.482100, -0.644600)
C (5.915200, 3.548700, 0.316300)
C (5.288000, 2.316700, 0.328200)
C (4.290700, 2.004300, -0.582300)
C (3.718700, 0.611200, -0.595900)
C (2.247100, 0.544400, -0.255800)
O (1.433200, 0.195900, -1.159800)
O (1.786700, 0.768200, 0.881100)
H (1.353000, 4.358600, -6.383800)
H (0.475000, 6.400400, -5.298100)
H (0.666500, 6.669100, -2.844100)
H (2.828300, 1.760300, -2.793000)
H (4.324400, 4.912100, -2.323400)
H (6.073700, 5.433300, -0.694600)
H (6.684100, 3.775900, 1.037400)
H (5.584700, 1.580800, 1.058900)
H (4.255000, 0.004800, 0.134800)
H (3.856400, 0.159500, -1.583500)

Cartesian forces (eV/Å) of the 2 atoms listed first:
Cr 0.6 0.0 -0.5
C -0.2 -0.4 0.5

Summary:
E_LUMO (alpha / beta): -3.19 / -3.03 eV
highest occupied orbital energy (alpha / beta): -9.82 / -9.82 eV
orbital gap (alpha / beta): 6.62 / 6.79 eV
total charge: +1
multiplicity: 4

| no. | DFT total energy (Eh) |
| --- | --- |
| 1 | -3779.7905 |
| 2 | -3358.6183 |
| 3 | -10273.0123 |